Below is an isolated ion of composition C3H4NO and charge -1, with properties calculated with ωB97M-V with the def2-TZVPD basis set.

Properties
LUMO level: 4.1795 eV
Energy: -246.5512 hartree
SMILES string: CC#CN[O-]
ΔE to the lowest compared entry with this formula, charge and spin: 41.2 kcal per mole
HOMO level: -1.577 eV

Geometry as ORCA input:
```
! wB97M-V def2-TZVPD RIJCOSX def2/J DEFGRID3
* xyz -1 1
C 0.819 -0.316 0.266
C -0.584 0.188 0.137
C -1.680 -0.046 -0.390
N -2.988 0.137 -0.502
O -3.799 -0.162 0.597
H 0.800 -0.433 1.390
H 0.963 -1.272 -0.343
H 1.552 0.278 -0.179
H -3.392 -0.251 -1.315
*
```

=====

Below is C20H38Cl3N2O4SiSr as an isolated structure, with properties calculated with ωB97M-V with the def2-TZVPD basis set.

Properties
LUMO level: 2.2315 eV
Energy: -2896.2887 hartree
ΔE to the lowest compared entry with this formula, charge and spin: 100.2 kcal per mole
HOMO level: -4.789 eV

Geometry as ORCA input:
```
! wB97M-V def2-TZVPD RIJCOSX def2/J DEFGRID3
* xyz -1 1
C 2.573 -1.933 -7.545
C 1.749 -1.409 -8.676
H 2.696 -3.014 -7.630
H 2.072 -1.750 -6.597
H 3.560 -1.485 -7.498
C 1.593 -1.997 -9.863
C 2.186 -3.276 -10.340
H 0.952 -1.494 -10.583
H 2.229 -4.011 -9.534
H 3.216 -3.125 -10.671
H 1.639 -3.718 -11.167
Sr 0.000 0.000 0.000
Cl 1.541 1.474 0.882
Cl 1.288 -0.556 -1.821
C -0.142 2.243 -1.806
O -0.856 1.538 -1.069
N -0.628 3.206 -2.587
C -2.032 3.256 -2.945
C 0.236 4.237 -3.121
H 0.936 2.102 -1.847
H -2.592 2.638 -2.255
H -2.173 2.886 -3.960
H -2.399 4.281 -2.895
H 1.237 4.122 -2.718
H -0.137 5.226 -2.855
H 0.287 4.167 -4.208
H 0.238 -4.631 -1.417
H -0.758 -2.934 -3.244
C -0.716 -4.551 -0.896
C -1.680 -3.188 -2.724
N -1.407 -3.348 -1.306
H -0.523 -4.522 0.172
C -1.593 -2.346 -0.456
O -1.565 -1.142 -0.781
H -2.382 -2.375 -2.858
H -1.816 -2.656 0.568
H -1.316 -5.432 -1.124
H -2.081 -4.114 -3.133
O -0.276 -0.326 -7.903
C 1.036 -0.104 -8.401
C -0.179 0.819 -10.429
C 0.966 0.752 -9.648
H -1.053 0.264 -10.125
C -0.198 1.595 -11.582
H 1.616 0.447 -7.654
C 2.093 1.472 -10.037
H -1.098 1.640 -12.182
C 0.926 2.312 -11.963
C 2.075 2.248 -11.184
H 2.994 1.414 -9.438
H 0.910 2.916 -12.860
H 2.957 2.804 -11.472
Si -0.982 0.542 -6.659
Cl 0.673 -1.806 1.303
C -2.812 0.225 -6.873
C -0.593 2.369 -6.829
C -0.420 -0.076 -4.980
H -3.110 0.321 -7.916
H -3.407 0.928 -6.290
H -3.076 -0.780 -6.546
H -0.656 -1.132 -4.849
H -0.919 0.473 -4.180
H 0.653 0.044 -4.847
H -0.752 2.720 -7.848
H 0.436 2.593 -6.553
H -1.239 2.957 -6.177
O -1.422 0.622 2.015
H -1.802 -0.232 2.342
H -0.766 0.890 2.705
*
```

=====

Below is a 10-piece molecular cluster, C30H78N2O10 overall, with properties calculated with ωB97M-V with the def2-TZVPD basis set.

Properties
LUMO level: 0.2933 eV
Energy: -2051.6474 hartree
SMILES string: CC1(C)CCCC(C)(C)N1O.CC1(C)CCCC(C)(C)N1O.CC(C)O.CC(C)O.CC(C)O.CC(C)O.O.O.O.O
ΔE to the lowest compared entry with this formula, charge and spin: 0.0 kcal per mole
HOMO level: -8.338 eV

Geometry as ORCA input:
```
! wB97M-V def2-TZVPD RIJCOSX def2/J DEFGRID3
* xyz 0 1
C -7.608 0.786 2.097
C -6.297 1.126 2.805
C -6.471 2.521 3.449
C -6.035 0.066 3.873
C -4.653 0.237 4.514
C -3.613 0.124 3.406
C -3.809 1.080 2.234
C -3.324 2.497 2.654
C -2.924 0.608 1.093
N -5.214 1.033 1.810
O -5.439 1.886 0.716
H -7.732 1.332 1.162
H -7.719 -0.269 1.843
H -8.457 1.072 2.722
H -6.461 3.297 2.678
H -7.426 2.577 3.968
H -5.699 2.783 4.168
H -6.758 0.169 4.688
H -6.131 -0.924 3.425
H -4.604 1.229 4.967
H -4.476 -0.489 5.305
H -3.553 -0.917 3.075
H -2.625 0.284 3.856
H -3.654 3.252 1.941
H -2.235 2.481 2.625
H -3.614 2.721 3.677
H -2.943 -0.478 0.948
H -1.864 0.838 1.242
H -3.159 1.039 0.117
H -5.402 2.798 1.045
C 6.208 -1.920 -5.584
C 4.725 -2.209 -5.359
C 3.865 -0.991 -5.722
C 4.344 -3.373 -6.307
C 3.112 -4.127 -5.887
C 3.210 -4.621 -4.443
C 3.626 -3.584 -3.394
C 2.399 -2.941 -2.748
C 4.418 -4.342 -2.309
N 4.529 -2.598 -3.972
O 5.022 -1.659 -3.036
H 6.479 -1.003 -5.047
H 6.797 -2.759 -5.224
H 6.398 -1.620 -6.617
H 2.875 -1.061 -5.269
H 4.306 -0.056 -5.362
H 3.762 -0.811 -6.794
H 4.195 -2.862 -7.260
H 5.193 -4.046 -6.456
H 2.219 -3.510 -6.022
H 2.961 -5.036 -6.476
H 3.763 -5.556 -4.351
H 2.182 -4.904 -4.184
H 2.733 -2.174 -2.046
H 1.823 -3.659 -2.161
H 1.749 -2.501 -3.506
H 4.620 -3.690 -1.453
H 5.350 -4.737 -2.702
H 3.750 -5.101 -1.890
H 5.873 -2.030 -2.777
C -3.085 -3.813 1.331
C -2.090 -4.262 0.272
C -0.691 -4.017 0.733
O -2.239 -5.658 0.032
H -3.099 -4.569 2.128
H -4.120 -3.861 0.980
H -2.885 -2.839 1.774
H -2.369 -3.689 -0.621
H 0.100 -4.484 0.140
H -0.558 -4.549 1.687
H -0.418 -2.981 0.926
H -2.869 -5.789 -0.681
C -0.805 4.193 0.444
C -0.189 5.384 -0.265
C -1.286 6.357 -0.663
O 0.748 5.976 0.633
H -1.334 3.546 -0.256
H -1.457 4.555 1.241
H -0.067 3.539 0.910
H 0.350 5.047 -1.159
H -0.955 7.153 -1.332
H -1.691 6.866 0.219
H -2.145 5.821 -1.073
H 1.260 6.643 0.167
C 0.107 -1.106 3.866
C 0.182 -0.167 5.037
C 0.262 1.294 4.618
O -1.038 -0.286 5.816
H -0.741 -0.827 3.225
H -0.235 -2.097 4.184
H 0.994 -1.155 3.241
H 1.016 -0.451 5.683
H -0.663 1.594 4.127
H 1.132 1.482 3.989
H 0.344 1.909 5.516
H -0.793 -0.682 6.655
C 2.458 0.496 1.185
C 1.900 0.525 -0.233
C 0.866 -0.554 -0.444
O 1.400 1.815 -0.555
H 3.297 1.170 1.341
H 2.743 -0.535 1.413
H 1.671 0.754 1.902
H 2.775 0.363 -0.878
H 1.238 -1.524 -0.106
H 0.557 -0.623 -1.486
H -0.016 -0.377 0.180
H 1.270 2.340 0.241
O 3.517 4.070 -0.107
H 2.936 4.187 -0.869
H 4.404 4.162 -0.465
O 2.429 3.501 -2.966
H 2.945 3.070 -3.654
H 2.345 2.821 -2.285
O 2.130 3.789 2.310
H 1.496 4.495 2.136
H 2.733 3.812 1.546
O 4.303 1.258 -3.251
H 4.135 0.307 -3.293
H 5.208 1.323 -2.934
*
```

=====

Below is CH3BiN2O2Se3Te as an isolated structure, with properties calculated with ωB97M-V with the def2-TZVPD basis set.

Properties
LUMO level (alpha / beta): -2.9525 / -2.9179 eV
Energy: -7986.7586 hartree
ΔE to the lowest compared entry with this formula, charge and spin: 69.9 kcal per mole
HOMO level (alpha / beta): -7.056 / -7.088 eV

Geometry as ORCA input:
```
! wB97M-V def2-TZVPD RIJCOSX def2/J DEFGRID3
* xyz 0 1
Bi -0.133 -1.564 -0.013
N 2.530 1.314 0.280
N 1.487 2.186 0.111
C 0.164 1.898 0.006
O -0.759 2.646 -0.096
O 0.120 0.524 -0.011
H 3.358 1.606 -0.132
H 2.462 0.464 -0.320
H 1.619 3.112 0.330
Se -2.593 -0.600 -0.229
Se -4.063 -2.374 0.294
Te -3.297 -4.629 -0.140
Se -0.895 -4.583 -0.080
*
```

=====

Below is a 2-piece molecular cluster, CH6NO overall, with properties calculated with ωB97M-V with the def2-TZVPD basis set.

Properties
LUMO level (alpha / beta): 8.5296 / 8.1965 eV
Energy: -171.4938 hartree
ΔE to the lowest compared entry with this formula, charge and spin: 0.0 kcal per mole
HOMO level (alpha / beta): 4.509 / 0.328 eV
⟨S²⟩: 0.7508

Geometry as ORCA input:
```
! wB97M-V def2-TZVPD RIJCOSX def2/J DEFGRID3
* xyz -2 2
O 2.041 0.904 2.103
H 2.806 0.348 1.910
C -0.767 -0.331 -1.129
N -0.589 0.271 0.181
H -0.330 -1.337 -1.252
H -1.827 -0.393 -1.390
H -0.303 0.278 -1.912
H 0.305 0.217 0.671
H -1.336 0.043 0.818
*
```

=====

Below is one molecule with the formula C14H26N2O2, with properties calculated with ωB97M-V with the def2-TZVPD basis set.

Properties
LUMO level: 0.5868 eV
Energy: -808.4989 hartree
SMILES string: CCCCNC(=O)[C@H]1CC(=O)N(CCC(C)C)C1
ΔE to the lowest compared entry with this formula, charge and spin: 378.6 kcal per mole
HOMO level: -8.325 eV

Geometry as ORCA input:
```
! wB97M-V def2-TZVPD RIJCOSX def2/J DEFGRID3
* xyz 0 1
C 0.955 3.762 1.270
C 0.842 2.168 1.531
C 0.405 1.876 3.029
C 0.356 0.495 3.419
N -0.566 -0.121 2.753
C -0.581 -0.820 1.732
O 0.472 -1.157 1.382
C -1.904 -1.392 1.106
C -2.579 -0.088 0.353
C -2.308 -0.134 -0.954
O -2.261 0.751 -1.685
N -1.353 -1.310 -1.301
C -1.142 -1.718 -2.574
C 0.534 -2.086 -2.503
C 1.478 -0.685 -2.814
C 2.823 -1.139 -2.837
C 1.053 0.339 -1.497
C -1.661 -2.154 -0.241
H -0.102 4.483 1.595
H 1.271 3.949 0.362
H 1.903 4.263 1.947
H 1.607 1.789 1.534
H 0.045 1.937 0.866
H 1.107 2.621 3.663
H -0.503 2.541 3.388
H 1.012 -0.102 3.163
H 0.241 0.251 4.592
H -1.656 0.349 2.962
H -2.562 -1.849 1.858
H -2.422 0.853 0.841
H -3.588 -0.133 0.379
H -1.393 -0.997 -3.237
H -1.617 -2.455 -2.871
H 0.622 -2.542 -3.389
H 0.884 -2.444 -1.693
H 1.080 -0.322 -3.713
H 3.055 -1.878 -1.934
H 3.379 -0.311 -3.001
H 2.994 -1.987 -3.566
H 1.859 0.962 -1.595
H 1.168 -0.177 -0.613
H 0.222 0.450 -1.454
H -0.788 -2.833 0.013
H -2.378 -3.005 -0.264
*
```

=====

Below is a 3-piece molecular cluster, C14H18BF overall, with properties calculated with ωB97M-V with the def2-TZVPD basis set.

Properties
LUMO level: 0.0404 eV
Energy: -668.9257 hartree
SMILES string: B[C@H](C)F.c1ccccc1.c1ccccc1
HOMO level: -9.271 eV

Geometry as ORCA input:
```
! wB97M-V def2-TZVPD RIJCOSX def2/J DEFGRID3
* xyz 0 1
B 4.194 -1.530 -4.889
C 3.885 -1.061 -3.405
C 4.443 -2.087 -2.393
F 2.526 -0.881 -3.237
H 3.320 -2.075 -5.485
H 5.273 -1.377 -5.367
H 4.362 -0.097 -3.215
H 5.430 -1.776 -2.075
H 4.535 -3.054 -2.893
H 3.755 -2.224 -1.566
C 0.902 -0.266 -0.148
C 0.736 -1.505 -0.752
C -0.016 -2.489 -0.122
C -0.600 -2.235 1.113
C -0.427 -0.998 1.720
C 0.322 -0.013 1.089
H 1.483 0.502 -0.642
H 1.191 -1.702 -1.710
H -0.148 -3.454 -0.594
H -1.188 -3.001 1.603
H -0.877 -0.801 2.685
H 0.455 0.953 1.562
C -4.150 1.317 2.527
C -4.892 2.415 2.944
C -4.373 3.696 2.807
C -3.111 3.879 2.257
C -2.367 2.780 1.847
C -2.886 1.498 1.981
H -4.557 0.319 2.628
H -5.875 2.273 3.374
H -4.952 4.552 3.129
H -2.707 4.877 2.147
H -1.381 2.921 1.421
H -2.307 0.644 1.659
*
```